DFT (wB97M-V/def2-TZVPD) results for a molecular structure, C3H5N2O at a distorted geometry.

Geometry as ORCA input:
```
! wB97M-V def2-TZVPD RIJCOSX def2/J DEFGRID3
* xyz 1 1
O 1.42 -1.17 0.12
N 2.27 0.83 -0.15
N 0.19 0.08 -0.02
C 0.97 1.08 0.01
C 2.45 -0.48 0.06
C -1.15 -0.29 -0.04
H 3.42 -1.04 0.00
H -1.31 -1.01 0.75
H -1.64 0.65 0.20
H -1.44 -0.61 -1.06
H 0.57 2.14 -0.05
*
```

Results
HOMO energy: -0.5956 hartree
DFT total energy: -8209.227 eV
Largest force on an atom: 4.99 eV/Å

---

DFT (wB97M-V/def2-TZVPD) results for a gas-phase ion, C3H5N2O (charge +1) at a distorted geometry.

Geometry as ORCA input:
```
! wB97M-V def2-TZVPD RIJCOSX def2/J DEFGRID3
* xyz 1 1
O 1.62 -1.45 0.76
N -2.62 -0.44 -0.01
N -0.24 -0.36 0.34
C 1.86 0.74 -0.31
C 1.27 -0.45 0.28
C -1.35 -0.37 0.09
H -3.15 -0.51 0.92
H 1.78 1.55 0.43
H 2.86 0.45 -0.68
H 1.08 1.08 -1.00
H -3.12 -0.24 -0.81
*
```

Results
HOMO energy: -0.5894 hartree
SMILES string: CC(=O)N=C=[NH2+]
DFT total energy: -8211.073 eV
Largest force on an atom: 4.44 eV/Å

---

DFT (wB97M-V/def2-TZVPD) results for 2 unconnected molecules or ions with the total composition C3H5N2O at a distorted geometry.

Geometry as ORCA input:
```
! wB97M-V def2-TZVPD RIJCOSX def2/J DEFGRID3
* xyz 1 1
O -1.22 -1.81 2.02
N -1.35 -4.13 1.77
N -0.37 0.06 0.55
C 0.15 0.84 -0.11
C -1.38 -2.97 1.92
C 0.79 1.78 -0.92
H -0.78 -0.69 1.17
H 1.50 2.36 -0.32
H -1.85 -4.99 1.85
H 0.04 2.47 -1.34
H 1.32 1.28 -1.73
*
```

Results
HOMO energy: -0.5729 hartree
DFT total energy: -8212.072 eV
Largest force on an atom: 2.78 eV/Å

---

DFT (wB97M-V/def2-TZVPD) results for a gas-phase ion, C3H5N2O2 (charge +1) at a distorted geometry.

Geometry as ORCA input:
```
! wB97M-V def2-TZVPD RIJCOSX def2/J DEFGRID3
* xyz 1 1
O 1.76 -3.79 0.61
O 0.54 -0.02 1.10
N 1.82 -1.80 1.85
N -0.77 0.50 -0.68
C 1.42 -0.56 1.84
C 1.67 -2.79 1.13
C 0.07 -0.58 0.00
H -1.05 0.18 -1.57
H -0.49 -1.54 0.18
H 1.88 0.09 2.60
H 0.00 1.18 -0.53
H -1.67 0.81 -0.15
*
```

Results
HOMO energy (alpha / beta): -0.4575 / -0.4575 hartree
DFT total energy: -10256.550 eV
Largest force on an atom: 4.31 eV/Å

---

DFT (wB97M-V/def2-TZVPD) results for a gas-phase ion, C3H5N2O2S (charge +1) at a distorted geometry.

Geometry as ORCA input:
```
! wB97M-V def2-TZVPD RIJCOSX def2/J DEFGRID3
* xyz 1 1
S -0.61 -1.56 -0.41
O -2.62 1.53 0.13
O -2.78 -0.63 0.20
N 1.53 0.86 -0.46
N -2.19 0.43 0.09
C -0.76 0.21 -0.25
C 0.27 1.11 -0.16
C 0.74 -1.81 0.44
H 1.31 -1.04 1.02
H 2.20 1.59 -0.22
H -0.07 1.99 0.22
H 1.83 0.11 -1.07
H 1.14 -2.79 0.47
*
```

Results
HOMO energy (alpha / beta): -0.5260 / -0.5260 hartree
DFT total energy: -21090.182 eV
Largest force on an atom: 3.60 eV/Å

---

DFT (wB97M-V/def2-TZVPD) results for a molecular structure, C3H5N2O2S at a distorted geometry.

Geometry as ORCA input:
```
! wB97M-V def2-TZVPD RIJCOSX def2/J DEFGRID3
* xyz 1 1
S 1.63 -0.26 -0.19
O 1.10 1.10 1.45
O 1.95 0.73 -1.15
N 0.03 -2.21 -2.07
N -0.05 -0.62 -0.22
C -1.11 1.94 2.07
C 0.51 -1.48 -1.09
C 0.00 1.40 1.72
H -1.43 2.84 1.74
H -1.50 1.60 3.02
H 0.71 -2.87 -2.59
H -0.95 -0.11 -0.27
H -0.88 -2.06 -2.42
*
```

Results
HOMO energy: -0.5068 hartree
DFT total energy: -21091.444 eV
Largest force on an atom: 3.51 eV/Å